# 1
# C6H12O

A single C6H12O molecule (wB97M-V/def2-TZVPD, the OMol25 dataset).

Structure (XYZ):
```
19
Properties=species:S:1:pos:R:3:forces:R:3
C -2.35207 -1.22324 -0.44260 -0.1 -0.1 0.0
C -1.22316 -0.20146 -0.55802 0.0 0.0 0.1
C -1.67571 1.19082 -0.08773 0.0 0.1 0.0
C -0.10849 -0.55170 0.39817 0.2 0.0 -0.6
O 1.00213 -0.60636 -0.28950 -0.4 0.0 0.3
C 2.20550 -0.61295 0.50546 0.3 0.0 0.1
C 2.77920 0.78693 0.41727 0.0 0.1 0.0
H -3.21213 -0.91747 -1.04879 0.1 0.0 0.1
H -2.02535 -2.20945 -0.78981 -0.1 0.1 0.1
H -2.67427 -1.31992 0.59979 0.0 0.0 -0.1
H -0.86867 -0.14013 -1.59849 0.0 0.0 0.2
H -1.97671 1.15356 0.96507 0.0 0.0 -0.2
H -2.52339 1.54516 -0.68404 0.1 -0.1 0.0
H -0.86621 1.92527 -0.17779 -0.1 -0.1 0.0
H 1.92319 -0.88359 1.52622 0.1 0.0 -0.1
H 2.87310 -1.36854 0.08176 -0.1 0.1 0.0
H 1.98952 1.50207 0.67150 0.2 -0.1 0.0
H 3.12127 1.00347 -0.59918 0.0 0.0 0.1
H 3.61223 0.92753 1.11070 -0.1 -0.1 -0.1
```
Forces are in eV/Å.

Summary:
Charge   0
Spin multiplicity   1
E_HOMO   -8.32 eV

Here are the Löwdin charges for atoms 1 to 5, given in e: -0.09 -0.46 -0.09 -0.02 -0.10



# 2
# C6H12O

2 unconnected molecules or ions with the total composition C6H12O in a non-equilibrium geometry (wB97M-V/def2-TZVPD, the OMol25 dataset).

Structure (XYZ):
```
19
Properties=species:S:1:pos:R:3:forces:R:3
C -0.18238 2.85378 0.08172 0.1 0.1 0.3
C -0.76933 1.48636 0.08145 -0.5 0.5 0.0
O -1.60255 1.22339 1.11394 -0.6 0.1 -0.1
C -0.59811 0.67960 -0.96948 0.4 -0.2 0.8
C 0.68096 -1.94676 -1.31413 0.0 -0.2 0.2
C 0.21550 -2.12790 -0.08350 0.1 -0.1 -0.2
C 0.90518 -1.67240 1.16925 0.1 0.0 0.0
H 0.51598 2.98820 -0.75126 -0.1 -0.2 0.3
H 0.26269 3.14549 1.02930 0.0 0.1 0.1
H -1.04259 3.50237 -0.13000 0.2 0.1 0.2
H 0.50011 0.64444 -0.94915 -0.2 -0.2 -2.0
H -1.81386 0.28284 1.01070 -0.2 0.3 0.2
H -1.29394 -0.14123 -1.15375 0.7 -0.1 0.2
H 1.62346 -1.43248 -1.49628 -0.1 -0.2 0.1
H 0.11051 -2.23304 -2.19415 0.1 0.0 0.2
H -0.75967 -2.60088 0.04832 0.2 0.0 0.0
H 1.89143 -1.25205 0.94592 -0.1 -0.1 0.0
H 1.03313 -2.50250 1.87315 0.0 0.1 -0.1
H 0.32349 -0.89722 1.68795 0.1 -0.1 -0.1
```
Forces are in eV/Å.

Summary:
Charge   0
Spin multiplicity   1
SMILES   C=C(C)O.C=CC
E_HOMO   -8.27 eV

Here are the Löwdin charges for atoms 1 to 5, given in e: -0.04 -0.50 0.05 -0.01 -0.05



# 3
# C6H12O

A single C6H12O molecule in a non-equilibrium geometry (wB97M-V/def2-TZVPD, the OMol25 dataset).

Structure (XYZ):
```
19
Properties=species:S:1:pos:R:3:forces:R:3
C 2.84051 0.54369 0.20775 -0.1 -0.1 0.2
C 1.50381 0.12262 -0.31743 0.1 -0.2 -0.4
O 0.54077 0.15128 0.71950 -0.2 -0.2 -0.1
C -0.39137 -0.85635 0.45998 -0.6 -0.4 1.5
C -1.73275 -0.73117 1.17263 0.5 -0.1 0.4
C -1.61937 -0.55226 -0.31111 -0.1 -0.1 -0.4
C -1.79806 0.80410 -0.91806 -0.1 0.2 -0.1
H 3.08558 -0.14550 1.00617 0.5 -0.1 0.1
H 2.74735 1.53413 0.64447 0.2 0.2 0.0
H 3.58371 0.54424 -0.60012 -0.1 0.0 0.4
H 1.51465 -0.92584 -0.65976 0.4 0.4 -0.4
H 1.24262 0.79783 -1.13910 -0.4 -0.2 -0.1
H 0.03531 -1.86335 0.44761 0.0 0.3 -0.2
H -1.82012 0.14940 1.80791 -0.1 -0.1 -0.3
H -2.19656 -1.63213 1.58332 0.2 0.3 -0.2
H -1.99222 -1.37567 -0.90211 -0.1 -0.1 -0.1
H -1.37037 0.83712 -1.92504 -0.1 0.1 0.1
H -2.86228 1.03407 -0.97448 0.0 0.1 -0.1
H -1.31121 1.56379 -0.30215 0.0 0.0 -0.1
```
Forces are in eV/Å.

Summary:
Charge   0
Spin multiplicity   1
SMILES   CCO[C@H]1C[C@H]1C
E_HOMO   -9.40 eV

Here are the Löwdin charges for atoms 1 to 5, given in e: -0.07 -0.29 -0.10 -0.33 -0.05



# 4
# C6H12O

A single C6H12O molecule in a non-equilibrium geometry (wB97M-V/def2-TZVPD, the OMol25 dataset).

Structure (XYZ):
```
19
Properties=species:S:1:pos:R:3:forces:R:3
C 2.52228 -0.36295 -0.51093 0.4 0.0 0.1
O 1.42050 0.43127 -0.21537 0.7 0.7 0.5
C 0.62985 0.12930 0.93316 0.2 -0.1 -0.2
C -0.79158 0.13836 0.40184 0.4 0.3 -1.2
C -1.67732 1.35088 0.75384 0.1 0.0 -0.3
C -0.66198 -0.31674 -1.11947 -0.5 0.3 0.0
C -1.48658 -1.06596 -0.15479 -0.5 -0.4 0.2
H 2.39737 -1.40555 -0.18746 0.0 0.1 0.0
H 3.39682 0.07327 -0.02808 0.4 -0.3 0.0
H 2.67640 -0.35972 -1.59991 -0.1 0.1 0.3
H 0.93760 -0.82881 1.37322 0.0 0.0 -0.1
H 0.80589 0.92201 1.67635 -0.2 -0.3 -0.1
H -1.17212 2.07923 1.40208 0.1 -0.3 -0.2
H -2.61637 1.10148 1.27073 0.3 -0.3 -0.2
H -1.96039 1.88334 -0.15763 0.0 0.0 0.0
H 0.18998 -0.87192 -1.54226 -0.2 0.6 0.8
H -1.02466 0.40345 -1.84462 -0.6 -0.3 0.1
H -1.12122 -2.04602 0.13231 -0.1 0.0 -0.1
H -2.55672 -0.97542 -0.26285 -0.2 -0.2 0.3
```
Forces are in eV/Å.

Summary:
Charge   0
Spin multiplicity   1
SMILES   COCC1(C)CC1
E_HOMO   -8.79 eV

Here are the Löwdin charges for atoms 1 to 5, given in e: -0.13 -0.25 -0.15 -0.38 -0.03



Number 1: LUMO energy 1.14 eV. Number 2: LUMO energy 0.85 eV. Number 3: LUMO energy 1.15 eV. Number 4: LUMO energy 1.08 eV.